Below is C2H3N3S as an isolated structure at a distorted geometry, with properties calculated with wB97M-V/def2-TZVPD.

As for the spin multiplicity: 1. Its highest occupied orbital energy is -8.38 eV. The HOMO-LUMO gap comes out at 8.54 eV. The calculation puts the energy at -640.3923 a.u. The strongest force on any atom is 8.03 eV/Å.

Geometry (Å):
N (-0.393938, -1.347970, -0.005734)
S (-2.791933, -0.130951, 0.102161)
H (1.670443, -1.548401, -0.081031)
N (-0.227533, 0.943869, -0.211278)
N (0.970800, 0.425580, 0.333836)
H (1.801051, 0.819768, -0.185155)
C (0.740117, -0.885306, 0.027403)
C (-1.109452, -0.118192, -0.203186)
H (-0.659554, 1.841602, 0.222985)

Atoms 1-6, force components in eV/Å:
-3.379 1.140 -2.250
2.002 0.750 -1.066
-1.273 0.974 0.536
-2.408 2.332 1.040
0.943 1.395 -2.284
-1.069 -0.526 0.814

Löwdin atomic charge list, values in e, 5 entries:
1. N 0.101
2. S 0.521
3. H 0.154
4. N -0.016
5. N 0.038

---

Below is C2H3N3S as an isolated structure at a distorted geometry, with properties calculated with wB97M-V/def2-TZVPD.

As for the spin multiplicity: 1. Its highest occupied orbital energy (alpha / beta) is -7.55 / -7.55 eV. The HOMO-LUMO gap (alpha / beta) comes out at 7.02 / 7.00 eV. The calculation puts the energy at -640.1881 a.u. The strongest force on any atom is 5.56 eV/Å.

Geometry (Å):
H (-0.970140, -1.869600, -1.156957)
C (-0.061492, 0.144239, -1.998987)
H (0.557514, 1.859817, -0.394455)
N (-0.000835, -0.345375, -0.086624)
C (0.528913, 0.813389, -0.865252)
S (1.717780, 0.350076, -2.111467)
H (0.000059, -0.123555, 2.116287)
N (-0.301654, -0.787786, 1.099089)
N (-0.356960, -0.987754, -1.146905)

Atoms 1-6, force components in eV/Å:
1.433 2.085 0.113
-2.280 0.992 -3.667
-0.461 -1.916 -0.767
0.567 -1.805 5.224
0.670 2.232 1.680
0.809 -0.513 0.554

Löwdin atomic charge list, values in e, 5 entries:
1. H 0.205
2. C -0.548
3. H 0.136
4. N -0.288
5. C -0.560

---

Below is C2H3N3S2 in the gas phase at a distorted geometry, with properties calculated with wB97M-V/def2-TZVPD.

As for the spin multiplicity: 1. Its highest occupied orbital energy (alpha / beta) is -8.66 / -8.56 eV. The HOMO-LUMO gap (alpha / beta) comes out at 7.93 / 6.85 eV. The calculation puts the energy at -1038.5282 a.u. The strongest force on any atom is 3.30 eV/Å.

Geometry (Å):
S (-2.435548, 0.174749, 1.205703)
N (0.123486, -2.186985, -1.083054)
N (-0.276814, 1.147450, -0.709212)
H (-0.251813, 1.958888, -1.378658)
N (0.842352, 0.777637, -0.128210)
S (-1.965665, 1.180110, -0.381596)
H (1.971877, -0.727667, 0.590330)
H (0.641770, -0.404140, 1.600801)
C (0.935472, -0.448241, 0.542180)
C (0.414881, -1.471804, -0.258281)

Atoms 1-6, force components in eV/Å:
0.208 0.324 -0.499
-0.797 -1.665 -1.555
-0.374 0.963 -0.049
1.128 -1.018 0.837
-0.411 2.708 -1.838
0.231 -1.097 0.809

Löwdin atomic charge list, values in e, 5 entries:
1. S 0.083
2. N 0.182
3. N -0.427
4. H 0.095
5. N -0.013

---

Below is an isolated ion of composition C2H3N4 and charge +1 at a distorted geometry, with properties calculated with wB97M-V/def2-TZVPD.

As for the spin multiplicity: 1. Its highest occupied orbital energy (alpha / beta) is -16.84 / -16.84 eV. The HOMO-LUMO gap (alpha / beta) comes out at 7.67 / 7.69 eV. The SMILES is Nn1cnc#[n+]1. The calculation puts the energy at -296.5328 a.u. The strongest force on any atom is 5.62 eV/Å. Its charge is +1.

Geometry (Å):
H (0.899612, -1.053726, 0.580021)
C (-1.448879, 0.918207, -0.218341)
N (-1.923976, -1.312178, 0.198554)
C (-2.874826, -0.526989, 0.104385)
N (0.444044, -0.611890, -0.152948)
H (-0.996703, 1.819908, -0.171844)
H (0.737273, -0.881344, -1.098461)
N (-0.810853, -0.247999, 0.037785)
N (-2.775955, 0.881361, -0.129067)

Atoms 1-6, force components in eV/Å:
0.806 -0.937 1.867
-2.370 -2.152 0.554
-2.219 0.356 0.021
4.341 3.340 -1.249
-1.786 1.260 -2.317
1.905 2.742 -0.577

Löwdin atomic charge list, values in e, 5 entries:
1. H 0.123
2. C -0.065
3. N 0.210
4. C 0.132
5. N 0.222

---

Below is a 2-piece molecular cluster, C2H3N4O overall at a distorted geometry, with properties calculated with wB97M-V/def2-TZVPD.

As for the spin multiplicity: 1. Its highest occupied orbital energy (alpha / beta) is -16.63 / -16.70 eV. The HOMO-LUMO gap (alpha / beta) comes out at 9.00 / 10.67 eV. The calculation puts the energy at -371.7463 a.u. The strongest force on any atom is 4.38 eV/Å. Its charge is +1.

Geometry (Å):
C (-0.378642, 0.324060, -0.813599)
N (1.112693, -0.623347, 0.368821)
H (2.179482, -1.054841, -1.394003)
C (-0.900504, 0.075099, 1.679958)
H (-1.471410, 1.885801, -1.930842)
N (0.523785, -0.049456, -1.654641)
N (-0.055420, -0.015232, 0.420220)
O (-0.660669, -0.528837, 2.645847)
N (1.409683, -0.653099, -0.883528)
H (-1.758998, 0.639852, 1.561767)

Atoms 1-6, force components in eV/Å:
-2.199 2.677 -2.683
1.057 -1.332 0.683
0.944 -0.503 0.841
1.055 -1.288 0.536
0.827 -1.585 1.295
-0.188 0.048 -0.788

Löwdin atomic charge list, values in e, 5 entries:
1. C -0.104
2. N 0.205
3. H 0.201
4. C -0.135
5. H 0.324

---

Below is an isolated ion of composition C2H3N4S and charge -1 at a distorted geometry, with properties calculated with wB97M-V/def2-TZVPD.

As for the spin multiplicity: 1. Its highest occupied orbital energy is -3.35 eV. The HOMO-LUMO gap comes out at 7.10 eV. The SMILES is Cn1nnnc1[S-]. The calculation puts the energy at -695.2341 a.u. The strongest force on any atom is 4.99 eV/Å. Its charge is -1.

Geometry (Å):
N (2.211017, -0.317077, -0.044256)
H (-1.411216, 1.213625, -0.236134)
N (0.043095, -0.281073, -0.136657)
N (0.441103, -1.601201, -0.045089)
N (1.728993, -1.524710, 0.083892)
C (-1.443583, 0.159412, 0.018151)
S (1.036885, 2.209102, -0.035039)
H (-2.081862, -0.627986, -0.559101)
C (1.150889, 0.542860, -0.046983)
H (-1.675317, 0.227045, 1.001214)

Atoms 1-6, force components in eV/Å:
-0.299 1.815 1.061
-0.367 -0.049 -1.134
-1.440 0.353 0.669
0.203 1.466 0.754
-0.628 -1.861 -1.213
2.788 -2.060 -3.582

Löwdin atomic charge list, values in e, 5 entries:
1. N -0.062
2. H 0.009
3. N -0.193
4. N -0.050
5. N -0.161

---

Below is C2H3N5O in the gas phase at a distorted geometry, with properties calculated with wB97M-V/def2-TZVPD.

As for the spin multiplicity: 1. Its highest occupied orbital energy is -9.79 eV. The HOMO-LUMO gap comes out at 10.04 eV. The SMILES is C=Nn1nn[nH]c1=O. The calculation puts the energy at -426.8716 a.u. The strongest force on any atom is 7.33 eV/Å.

Geometry (Å):
C (2.175811, -0.342187, -0.112732)
H (-2.873609, 1.079732, 0.002295)
N (-1.042446, -1.425606, 0.215246)
C (-0.492733, 0.869594, 0.085794)
N (-0.109561, -0.503366, 0.424710)
N (-2.235764, -0.914345, -0.141041)
H (3.107918, -0.983797, -0.397439)
O (0.150195, 1.875983, 0.119833)
H (2.171570, 0.902242, -0.013547)
N (1.061030, -1.071837, -0.030041)
N (-1.912411, 0.513591, -0.153078)

Atoms 1-6, force components in eV/Å:
-2.017 0.238 -0.191
3.610 -1.208 -0.762
-5.426 -0.133 -1.351
-3.521 -3.129 0.830
0.892 1.583 -1.945
6.686 2.008 2.245

Löwdin atomic charge list, values in e, 5 entries:
1. C -0.010
2. H 0.195
3. N -0.001
4. C -0.413
5. N -0.135

---

Below is C2H3N5O in the gas phase at a distorted geometry, with properties calculated with wB97M-V/def2-TZVPD.

As for the spin multiplicity: 1. Its highest occupied orbital energy is -10.34 eV. The HOMO-LUMO gap comes out at 9.59 eV. The SMILES is [H]/N=c1/nnon1/C=N/[H]. The calculation puts the energy at -426.7844 a.u. The strongest force on any atom is 5.24 eV/Å.

Geometry (Å):
C (-0.648792, -1.034200, 0.258612)
H (-1.275102, -3.022136, -0.159283)
H (-0.351935, -0.848498, 1.317976)
H (0.908863, 0.728706, 2.221206)
N (0.717565, 1.995867, -0.907642)
N (-0.770732, -2.038115, -0.527621)
N (-0.485972, 0.241147, -0.320434)
N (0.815911, 1.635638, 1.450916)
N (0.801922, 1.146404, -1.922246)
C (0.306368, 1.238623, 0.307848)
O (-0.018095, -0.043435, -1.719332)

Atoms 1-6, force components in eV/Å:
0.911 -0.939 -0.306
2.562 3.506 -0.458
-1.255 -1.151 -0.061
-1.023 3.291 -2.683
1.313 -4.046 -3.064
-2.907 -1.871 2.080

Löwdin atomic charge list, values in e, 5 entries:
1. C -0.260
2. H 0.148
3. H 0.116
4. H 0.142
5. N 0.088

---

Below is a 2-piece molecular cluster, C2H3NO overall at a distorted geometry, with properties calculated with wB97M-V/def2-TZVPD.

As for the spin multiplicity: 1. Its highest occupied orbital energy is -9.53 eV. The HOMO-LUMO gap comes out at 10.41 eV. The SMILES is C#N.C=O. The calculation puts the energy at -207.9275 a.u. The strongest force on any atom is 4.08 eV/Å.

Geometry (Å):
O (1.089515, 1.591174, 0.344757)
C (0.133303, -2.065220, 0.093443)
H (-0.926642, 1.309389, 0.601033)
H (-0.386764, 1.807549, -1.055547)
N (-0.176439, -0.985323, 0.261502)
C (-0.080982, 1.451650, -0.025525)
H (0.348009, -3.109220, -0.219663)

Atoms 1-6, force components in eV/Å:
-2.612 -0.631 -0.674
0.369 -2.462 -1.023
-0.567 -0.599 1.081
0.402 -0.806 0.336
-0.367 0.319 0.304
2.905 2.790 -0.677

Löwdin atomic charge list, values in e, 5 entries:
1. O -0.063
2. C -0.023
3. H 0.041
4. H 0.087
5. N 0.084

---

Below is C2H3NO in the gas phase at a distorted geometry, with properties calculated with wB97M-V/def2-TZVPD.

As for the spin multiplicity: 1. Its highest occupied orbital energy is -9.95 eV. The HOMO-LUMO gap comes out at 10.65 eV. The SMILES is O=C1CN1. The calculation puts the energy at -207.8893 a.u. The strongest force on any atom is 12.07 eV/Å.

Geometry (Å):
C (-0.372837, -0.644945, -0.022378)
O (-1.200657, -1.773480, -0.104744)
H (1.475645, -0.520418, -0.484105)
C (-0.179996, 0.759845, 0.100250)
N (0.861006, -0.375300, 0.252700)
H (-0.350471, 1.291669, 1.063994)
H (-0.232690, 1.262629, -0.805718)

Atoms 1-6, force components in eV/Å:
-7.966 -9.040 0.649
5.152 7.325 0.019
1.943 -0.319 -1.397
0.141 -0.103 2.240
0.553 1.313 0.974
0.056 -0.430 -1.083

Löwdin atomic charge list, values in e, 5 entries:
1. C -0.399
2. O -0.077
3. H 0.105
4. C 0.008
5. N 0.153

---

Respective energy above the lowest of the compared OMol25 structures with the same formula, charge and spin values: 42.3 170.4 68.7 58.1 161.8 19.5 116.7 171.4 44.0 68.0 kcal/mol.